ORCA calculation (ωB97M-V with the def2-TZVPD basis set) on a structure of composition C43H65Cl3GeMnN2O2Te.

As for the lowest unoccupied orbital energy (spin up / spin down): -2.0840 / -1.5860 eV. The calculation puts the energy above the lowest of the compared OMol25 structures with the same formula, charge and spin at 0.634 eV. The orbital gap (spin up / spin down) is 5.64 / 5.97 eV. As for the expectation value of S²: 8.9102. The calculation puts the largest force on an atom at 2.1 eV Å⁻¹. Its spin multiplicity is 6. As for the total energy: -185423.0579 eV.

Last column: Löwdin charge in e.
Atoms and positions in Å:
Mn (-0.613015, -2.409077, -0.726130)  0.584
C (-2.904866, -4.579570, -0.086919)  -0.098
N (-2.244426, -3.582315, 0.775075)  -0.285
C (-1.658029, -4.268734, 1.939874)  -0.134
C (-3.231589, -2.603676, 1.262301)  -0.187
C (-2.627643, -1.231224, 1.436880)  -0.173
N (-2.144781, -0.676509, 0.175730)  -0.163
C (-3.269149, -0.500661, -0.775222)  -0.115
C (-2.822578, -0.121535, -2.156627)  -0.143
C (-3.284868, 1.032585, -2.765979)  0.018
C (-2.950926, 1.321993, -4.084199)  -0.156
C (-2.119779, 0.416364, -4.735595)  0.013
C (-1.610042, -0.747163, -4.164026)  -0.059
C (-2.007435, -1.029276, -2.841060)  -0.244
O (-1.680051, -2.155886, -2.191672)  -0.219
C (-0.716586, -1.629971, -5.066782)  -0.518
C (0.359043, -0.756704, -5.737251)  -0.041
C (0.025965, -2.760760, -4.341561)  -0.081
C (-1.612937, -2.267117, -6.141295)  -0.040
C (-3.473609, 2.548091, -4.832431)  -0.561
C (-2.294655, 3.380610, -5.356488)  -0.046
C (-4.339006, 2.082250, -6.014380)  -0.046
C (-4.330241, 3.444918, -3.936647)  -0.072
C (-1.523478, 0.641562, 0.392862)  -0.102
C (-0.039308, 0.729916, 0.644705)  -0.163
C (0.399056, 1.698767, 1.545535)  -0.033
C (1.739129, 1.998641, 1.691101)  -0.184
C (2.627839, 1.351882, 0.825086)  -0.003
C (2.243694, 0.442711, -0.151037)  -0.085
C (0.871866, 0.072078, -0.196335)  -0.289
O (0.417359, -0.859168, -1.052286)  -0.219
C (3.270870, -0.067400, -1.181282)  -0.521
C (2.762207, 0.243038, -2.603342)  -0.040
C (3.489713, -1.578716, -1.034467)  -0.064
C (4.625549, 0.623774, -1.021345)  -0.071
C (2.261461, 3.039994, 2.686436)  -0.538
C (3.250712, 2.371451, 3.654688)  -0.028
C (2.975194, 4.163339, 1.914166)  -0.045
C (1.130080, 3.659701, 3.509455)  -0.051
H (-3.770074, -5.028194, 0.415970)  0.099
H (-2.205313, -5.378268, -0.323023)  0.028
H (-3.231524, -4.109000, -1.014981)  0.085
H (-2.446299, -4.780919, 2.505772)  0.098
H (-1.165969, -3.546090, 2.590465)  0.048
H (-0.927068, -5.005373, 1.621473)  0.013
H (-3.634086, -2.924162, 2.225250)  0.129
H (-4.068173, -2.574931, 0.572104)  0.107
H (-1.778769, -1.303858, 2.116534)  0.088
H (-3.375636, -0.567996, 1.897928)  0.135
H (-3.964615, 0.254670, -0.385579)  0.137
H (-3.804048, -1.440889, -0.863520)  0.113
H (-3.926172, 1.694395, -2.191280)  0.110
H (-1.849416, 0.629676, -5.763711)  0.100
H (0.943492, -0.220613, -4.982648)  0.080
H (-0.065909, -0.022366, -6.426442)  0.074
H (1.040008, -1.391574, -6.312104)  0.088
H (0.624269, -2.376528, -3.511339)  0.064
H (0.704610, -3.247981, -5.048871)  0.091
H (-0.662622, -3.510812, -3.960899)  0.052
H (-2.123335, -1.504198, -6.736633)  0.080
H (-2.375206, -2.897974, -5.674228)  0.091
H (-1.015543, -2.889769, -6.816194)  0.088
H (-1.661350, 2.803266, -6.035933)  0.077
H (-1.671049, 3.725302, -4.525622)  0.092
H (-2.663002, 4.257324, -5.898958)  0.085
H (-3.753588, 1.505910, -6.737258)  0.079
H (-4.769449, 2.945501, -6.534057)  0.085
H (-5.158718, 1.448672, -5.661246)  0.091
H (-3.759288, 3.815776, -3.078667)  0.088
H (-5.216239, 2.917567, -3.568060)  0.086
H (-4.673076, 4.310173, -4.511230)  0.085
H (-2.054335, 1.150360, 1.206818)  0.127
H (-1.696251, 1.223916, -0.513034)  0.135
H (-0.348370, 2.223109, 2.134327)  0.107
H (3.681869, 1.587644, 0.915657)  0.096
H (1.801464, -0.231055, -2.791081)  0.053
H (3.483359, -0.121985, -3.343638)  0.090
H (2.644473, 1.323356, -2.739948)  0.095
H (2.579058, -2.121511, -1.255234)  0.008
H (3.804819, -1.831541, -0.016805)  0.089
H (4.260640, -1.919843, -1.735731)  0.089
H (4.534463, 1.712422, -1.079526)  0.087
H (5.283444, 0.297390, -1.830567)  0.087
H (5.108587, 0.359149, -0.074703)  0.088
H (4.095587, 1.922584, 3.122258)  0.087
H (2.750527, 1.584526, 4.229022)  0.053
H (3.646819, 3.111738, 4.360100)  0.093
H (3.886379, 3.799156, 1.428823)  0.079
H (3.255207, 4.976007, 2.594712)  0.084
H (2.319000, 4.570152, 1.137757)  0.091
H (0.595750, 2.894705, 4.083975)  0.057
H (0.414899, 4.189107, 2.872371)  0.090
H (1.547758, 4.382395, 4.215718)  0.089
C (2.229807, 1.892164, 8.641765)  -0.047
C (2.002203, 1.099488, 7.376501)  -0.257
C (2.980303, 0.247959, 6.872249)  -0.020
C (2.803934, -0.457387, 5.687872)  -0.339
C (3.913481, -1.376153, 5.227286)  -0.103
C (1.596081, -0.305777, 4.968236)  -0.537
Te (1.371942, -1.332413, 3.132118)  1.147
C (0.583390, 0.525022, 5.482908)  -0.325
C (-0.764684, 0.709192, 4.817107)  -0.087
C (0.806560, 1.207465, 6.676377)  -0.023
H (3.061378, 1.486175, 9.219114)  0.075
H (1.337248, 1.895500, 9.267673)  0.078
H (2.465526, 2.931887, 8.400220)  0.083
H (3.917247, 0.137418, 7.415017)  0.116
H (4.772917, -1.311082, 5.897027)  0.075
H (4.239559, -1.120576, 4.216483)  0.053
H (3.577764, -2.414406, 5.202154)  0.069
H (-0.753062, 0.373433, 3.783196)  -0.005
H (-1.060458, 1.761565, 4.832697)  0.075
H (-1.532036, 0.145803, 5.355913)  0.089
H (0.019392, 1.848663, 7.068749)  0.124
Cl (2.530744, -5.092131, -2.087573)  0.036
Ge (0.466830, -4.888126, -1.410711)  0.130
Cl (0.941473, -3.364714, 0.540856)  0.138
Cl (0.349728, -6.705694, -0.147054)  0.017

Forces on atoms 1 to 6 (eV/Å):
-1.0 1.8 0.1
-0.1 0.0 0.1
0.1 -0.2 -0.4
0.0 0.0 0.0
0.1 0.0 0.0
0.0 0.0 0.0